Molecular formula: C22H64N4O10
Method: DFT, ωB97M-V/def2-TZVPD

```
100
Properties=species:S:1:pos:R:3:forces:R:3
O 8.101 12.855 -4.899 0.4 0.2 0.3
O 7.522 11.213 0.050 -0.6 0.2 0.6
O 6.723 7.935 -9.292 -0.9 -0.3 0.3
O 9.039 2.217 -5.899 0.2 0.6 -0.4
O 5.625 6.369 -3.396 -0.2 -0.1 0.5
O 7.830 11.475 -7.560 -0.8 0.1 0.0
O 3.246 8.142 -2.516 0.6 0.2 -0.3
O 7.892 6.776 -4.927 -0.6 0.7 0.0
O 13.122 8.761 -7.275 -0.2 -0.1 -0.2
O 8.775 6.353 -0.907 -0.1 0.2 0.3
N 8.826 12.334 2.228 0.1 -0.1 -0.9
N 6.972 0.339 -6.775 0.6 0.3 0.5
N 4.852 4.816 -10.126 -0.3 0.5 0.0
N 9.872 7.321 -7.957 0.1 0.4 -0.6
C 8.817 1.942 -7.260 -0.3 -1.4 -0.1
C 6.782 13.080 3.220 -0.2 0.6 0.4
C 6.689 11.907 0.964 -0.5 0.7 -0.3
C 8.522 11.001 -6.432 0.2 0.0 0.6
C 11.685 8.807 -7.370 1.8 -0.5 -1.0
C 4.240 6.302 -3.785 1.1 1.3 -0.6
C 5.855 5.619 -9.426 0.8 -1.0 0.3
C 7.399 12.027 2.314 -0.2 0.2 0.3
C 5.643 7.100 -9.680 -0.3 0.2 -0.7
C 9.855 3.360 -5.712 0.0 0.4 0.1
C 9.579 5.580 -0.032 0.9 -1.0 -0.7
C 8.260 0.110 -8.859 -0.6 0.1 -0.5
C 11.992 6.296 -7.909 -0.3 0.9 0.1
C 6.665 8.169 -7.898 0.0 0.5 0.1
C 8.297 0.508 -7.386 0.3 -0.3 -1.2
C 8.568 7.653 -4.015 0.2 -1.2 -0.5
C 7.283 5.141 -9.745 0.9 -0.1 -0.7
C 3.660 7.719 -3.824 -0.9 -0.8 0.5
C 7.826 11.465 -5.159 0.4 1.9 -0.5
C 13.725 9.908 -7.834 -0.3 -0.1 0.2
C 11.153 7.395 -7.232 -1.4 -0.4 0.4
C 7.079 11.148 -1.266 0.1 -0.9 -1.4
H 8.920 13.286 1.873 -0.1 0.1 0.3
H 9.134 7.923 -7.623 0.1 -0.1 0.3
H 9.738 2.097 -7.831 0.0 -0.1 0.0
H 7.007 7.304 -7.326 0.2 0.2 0.2
H 11.339 9.537 -6.637 -0.5 -0.1 0.0
H 5.664 8.450 -7.545 -0.2 -0.3 -0.3
H 7.033 6.565 -4.518 0.3 0.0 -0.1
H 7.143 0.523 -5.786 -0.3 -0.2 0.0
H 9.010 5.054 0.734 -0.2 0.5 0.2
H 13.310 10.145 -8.821 -0.2 0.0 0.1
H 7.174 14.069 2.970 -0.1 0.0 -0.2
H 7.514 0.641 -9.462 -0.1 0.1 0.3
H 5.672 6.615 -2.464 0.1 -0.1 0.0
H 7.812 5.652 -10.558 -0.5 0.5 0.0
H 7.009 12.050 -1.888 0.4 0.6 0.7
H 8.289 10.985 -4.300 -0.4 -0.4 0.0
H 5.692 13.160 3.237 0.0 -0.3 -0.4
H 7.281 11.077 2.843 0.2 -0.2 -0.3
H 7.997 -0.947 -8.903 0.1 0.0 -0.2
H 7.812 10.495 -1.744 -0.1 0.1 -0.2
H 6.736 11.443 -5.190 0.0 -1.1 -0.1
H 7.060 12.916 4.262 0.2 -0.2 -0.1
H 7.230 9.080 -7.704 0.4 -0.3 0.1
H 8.003 5.188 -8.925 -0.3 0.0 0.2
H 7.275 4.111 -10.112 -0.2 -0.2 0.4
H 11.562 5.331 -7.646 0.3 -0.1 0.1
H 5.695 11.467 1.119 0.2 -0.8 -0.1
H 5.705 5.385 -8.367 -0.1 0.3 0.1
H 9.537 6.370 -7.997 -0.1 0.0 0.2
H 9.205 0.288 -9.377 0.2 -0.2 0.2
H 8.164 11.136 -8.394 0.3 -0.1 0.1
H 4.315 5.969 -4.822 -0.4 -0.5 0.2
H 5.473 7.260 -10.749 0.3 -0.1 -0.1
H 8.984 8.518 -4.535 0.0 -0.1 -0.1
H 13.552 10.745 -7.149 0.3 0.3 -0.2
H 4.706 7.426 -9.218 0.0 0.0 0.2
H 10.893 7.222 -6.178 0.8 -0.4 0.1
H 13.060 6.369 -7.733 0.0 -0.2 0.3
H 7.701 13.432 -5.555 -0.1 -0.3 -0.2
H 8.969 -0.266 -7.006 0.1 0.5 0.8
H 11.453 9.087 -8.404 -0.3 0.4 0.1
H 8.617 9.913 -6.343 -0.1 -0.1 -0.5
H 5.029 4.805 -11.125 0.0 0.0 0.0
H 7.999 2.485 -7.764 0.2 0.8 0.4
H 9.149 7.236 -0.935 -0.1 0.0 0.0
H 11.802 6.456 -8.972 0.2 -0.1 -0.1
H 6.385 12.863 0.517 0.6 0.4 0.2
H 3.952 8.700 -2.175 -0.2 0.0 0.2
H 9.208 11.803 1.444 0.0 -0.2 0.3
H 9.365 7.000 -3.648 0.3 0.7 0.6
H 10.364 3.269 -4.755 -0.2 0.0 0.1
H 6.102 10.678 -1.458 -0.1 -0.2 0.8
H 9.284 4.294 -5.743 -0.2 0.0 0.2
H 14.786 9.723 -7.991 0.0 0.0 0.3
H 2.750 7.705 -4.428 0.1 0.1 -0.1
H 9.529 11.430 -6.432 0.1 -0.1 0.2
H 6.401 1.133 -7.063 -0.1 -0.2 -0.1
H 10.054 4.773 -0.607 -0.2 0.0 -0.1
H 10.630 3.476 -6.477 0.0 -0.4 -0.1
H 4.381 8.409 -4.261 0.1 0.0 -0.1
H 7.922 8.001 -3.208 0.0 -0.1 0.0
H 10.446 6.114 0.358 -0.4 0.3 0.4
H 4.913 3.860 -9.803 -0.1 0.0 0.0
H 3.709 5.637 -3.106 -0.3 0.0 -0.3
```
Forces are in eV/Å.

For the HOMO energy, the calculation gives -9.0 eV. Its SMILES is COC[C@H](C)N.COC[C@H](C)N.COC[C@H](C)N.COC[C@H](C)N.OCCO.OCCO.CO.CO. The LUMO energy comes out at 0.2 eV. The calculation puts the orbital gap at 9.16 eV. For the energy above the lowest of the compared OMol25 structures with the same formula, charge and spin, the calculation gives 133.4 kcal per mole.

Atom charges from the Mulliken analysis, given in e for atoms 1 to 8: atom 1 (O): -0.62, atom 2 (O): -0.27, atom 3 (O): -0.39, atom 4 (O): -0.37, atom 5 (O): -0.45, atom 6 (O): -0.65, atom 7 (O): -0.53, atom 8 (O): -0.38

=====

Molecular formula: C22H64N4O9
Method: DFT, ωB97M-V/def2-TZVPD

```
99
Properties=species:S:1:pos:R:3:forces:R:3
O -39.967 -11.646 -3.903 0.0 0.8 -1.6
O -36.595 -20.706 2.740 0.6 0.3 -0.4
O -36.180 -21.174 7.908 -0.8 -2.6 0.3
O -31.237 -15.295 2.518 -0.4 -1.4 -1.3
O -31.291 -20.065 5.029 0.1 -0.3 1.1
O -34.539 -16.548 6.177 -0.6 0.9 -2.0
O -39.096 -17.031 4.447 -0.2 -0.7 -0.5
O -38.508 -14.106 7.751 0.4 -0.6 -0.5
O -37.447 -13.064 1.870 -1.3 0.0 0.5
N -29.375 -14.332 4.249 1.3 0.6 -0.6
N -40.764 -11.614 6.180 0.8 0.6 -0.7
N -33.373 -18.912 6.722 -0.5 -0.7 0.7
N -38.620 -12.976 -0.807 -0.3 -1.1 -0.6
C -38.894 -17.885 3.305 0.2 0.2 0.0
C -34.891 -16.400 4.768 -0.1 1.0 1.2
C -30.517 -15.229 6.206 -0.7 -0.4 0.1
C -41.211 -11.464 -4.572 0.0 -1.2 0.3
C -40.090 -12.508 7.112 -1.8 -0.8 1.2
C -35.400 -20.195 3.350 -1.1 -0.1 0.7
C -37.547 -13.908 -0.427 -0.4 1.2 0.6
C -32.290 -15.933 1.706 1.3 1.5 0.7
C -33.227 -21.339 7.277 0.0 -0.5 -0.7
C -31.423 -19.059 4.059 0.8 -0.6 -1.4
C -38.649 -12.712 -2.269 -0.8 0.4 1.4
C -39.998 -11.998 -2.544 1.3 -0.3 -0.9
C -37.825 -13.266 3.261 1.1 -1.0 -1.1
C -37.550 -15.110 7.417 0.1 -0.1 0.1
C -31.536 -15.296 3.905 -0.8 -0.7 -0.9
C -37.386 -21.177 8.720 0.9 0.6 -0.6
C -35.455 -20.001 7.781 0.4 0.6 -0.3
C -30.283 -15.347 4.703 0.8 0.8 1.0
C -38.884 -13.328 6.617 -1.0 0.0 0.8
C -37.542 -14.262 1.087 0.9 0.5 -0.8
C -34.159 -20.182 6.863 0.2 0.1 0.7
C -41.209 -13.466 7.676 0.8 -0.7 -0.3
H -32.642 -19.074 6.045 -0.3 -0.4 -0.4
H -41.614 -14.070 6.864 0.0 0.0 -0.4
H -39.369 -18.866 3.349 0.0 -0.1 0.6
H -36.998 -21.342 3.336 0.1 0.0 0.1
H -41.572 -11.211 6.631 0.1 0.2 0.3
H -29.552 -13.380 4.537 -0.4 -0.1 0.5
H -38.364 -14.948 1.292 -0.5 0.5 0.5
H -37.271 -15.681 8.302 0.0 0.5 0.3
H -29.795 -16.313 4.573 0.0 -0.1 -0.4
H -37.074 -13.927 3.693 0.1 -0.3 0.2
H -38.558 -12.116 -0.281 0.2 0.0 0.0
H -30.537 -18.425 4.013 0.0 0.2 0.3
H -31.419 -19.609 3.118 -0.5 0.7 -0.5
H -34.275 -17.460 6.316 0.5 -0.8 0.4
H -32.104 -14.374 4.033 -0.4 -0.1 0.9
H -34.806 -21.008 3.767 0.4 0.0 -0.4
H -29.621 -15.288 6.823 0.2 0.2 -0.4
H -39.756 -11.934 7.976 0.2 0.3 -0.1
H -36.630 -14.816 1.309 0.2 -0.4 -0.2
H -41.904 -10.768 -4.099 0.1 0.1 0.2
H -39.307 -17.456 2.392 0.2 0.4 -0.1
H -41.165 -12.106 5.395 0.2 -0.4 -0.2
H -34.869 -19.524 2.674 0.0 -0.5 -0.3
H -32.467 -16.982 1.942 0.2 -0.1 0.2
H -36.656 -14.676 6.968 0.2 0.1 0.1
H -29.378 -14.287 3.240 0.1 -0.2 -0.2
H -41.668 -12.452 -4.638 -0.6 -0.1 0.3
H -32.076 -16.223 4.099 -0.7 0.3 0.4
H -37.677 -14.789 -1.056 0.2 -0.2 0.3
H -34.582 -17.159 4.049 0.1 -0.6 0.5
H -37.301 -20.514 9.581 0.1 0.4 -0.1
H -31.930 -15.827 0.682 -0.2 -0.1 0.0
H -34.428 -15.484 4.399 0.0 0.2 0.1
H -36.610 -13.417 -0.687 0.6 -0.3 0.1
H -32.772 -18.832 7.529 -0.3 0.3 0.8
H -31.079 -14.333 6.471 0.1 0.1 0.0
H -33.774 -22.279 7.351 -0.1 0.1 0.5
H -41.109 -11.202 -5.625 0.7 0.4 0.2
H -35.969 -16.251 4.704 -0.2 -0.2 -0.2
H -33.198 -15.350 1.857 -0.3 -0.1 -0.2
H -35.244 -19.694 8.805 0.6 0.7 0.0
H -38.767 -13.813 3.312 -0.3 0.4 0.1
H -39.230 -13.970 5.807 0.2 -0.2 -0.3
H -37.774 -12.144 -2.584 -0.1 0.5 -0.2
H -37.604 -22.151 9.158 0.5 -0.3 -0.5
H -31.166 -20.921 4.615 0.0 0.2 0.0
H -37.770 -12.358 3.861 -0.4 0.2 -0.6
H -38.031 -12.732 6.294 -0.1 0.3 -0.2
H -36.135 -19.298 7.298 0.4 0.8 -0.1
H -39.936 -17.297 4.827 -0.1 0.2 0.2
H -40.049 -11.066 -1.981 -0.4 -0.2 0.6
H -35.685 -19.584 4.206 0.0 0.3 0.2
H -37.820 -18.047 3.215 -0.1 0.1 -0.2
H -31.123 -16.079 6.522 -0.3 0.0 0.1
H -37.904 -15.886 6.738 -0.5 0.2 -0.4
H -34.531 -20.356 5.853 -0.1 -0.3 0.2
H -32.318 -18.452 4.203 -0.1 -0.1 0.0
H -32.466 -21.545 6.524 -0.3 0.3 -0.6
H -38.232 -20.899 8.092 -0.1 0.2 0.1
H -40.830 -14.202 8.385 0.0 0.2 0.2
H -38.621 -13.623 -2.866 -0.1 -0.3 0.3
H -40.801 -12.715 -2.376 -0.2 0.2 0.5
H -42.083 -12.964 8.093 0.3 0.4 0.2
H -32.549 -21.169 8.113 -0.7 0.3 0.7
```
Forces are in eV/Å.

For the HOMO energy, the calculation gives -8.6 eV. Its SMILES is COC[C@H](C)N.COC[C@H](C)N.COC[C@H](C)N.COCCNCCOC.CO.CO.CO.CO. The LUMO energy comes out at 0.3 eV. The calculation puts the orbital gap at 8.86 eV. For the energy above the lowest of the compared OMol25 structures with the same formula, charge and spin, the calculation gives 38.4 kcal per mole.

Atom charges from the Mulliken analysis, given in e for atoms 1 to 8: atom 1 (O): -0.31, atom 2 (O): -0.56, atom 3 (O): -0.38, atom 4 (O): -0.44, atom 5 (O): -0.56, atom 6 (O): -0.55, atom 7 (O): -0.39, atom 8 (O): -0.42